Density functional theory data (ωB97M-V/def2-TZVPD) for a structure of composition C19H33Cl2CrN2O4S.

Each line ends with the Löwdin spin population.
Positions of all 62 atoms, in Å:
O1 1.264 0.757 -1.012  0.007
C1 1.306 1.361 -2.234  0.006
C2 1.416 2.893 -2.123  0.002
C3 1.174 3.584 -0.938  0.001
H1 0.988 3.024 -0.022  0.000
C4 1.115 4.982 -0.945  0.000
H2 0.845 5.501 -0.024  0.000
C5 1.401 5.694 -2.111  0.000
H3 1.365 6.787 -2.116  0.000
C6 1.739 5.000 -3.282  0.000
H4 1.989 5.538 -4.195  0.000
C7 1.745 3.604 -3.282  0.000
H5 1.978 3.038 -4.188  0.000
H6 2.226 1.028 -2.763  0.000
C8 0.366 -0.379 -3.906  0.000
C9 0.157 0.908 -3.187  -0.002
H7 -0.038 -0.318 -4.929  0.000
H8 -0.162 -1.201 -3.392  0.000
H9 1.434 -0.623 -3.963  0.000
C10 -0.946 1.659 -3.308  0.001
C11 -2.143 1.303 -4.125  0.000
H10 -1.007 2.621 -2.789  0.000
H11 -2.254 1.993 -4.971  0.000
H12 -3.047 1.406 -3.518  0.000
H13 -2.113 0.280 -4.512  0.000
Cr1 -0.135 -0.157 -0.017  2.940
Cl1 -1.209 1.806 0.517  0.011
Cl2 -1.754 -0.982 -1.377  0.005
C12 -2.231 -0.971 1.783  0.004
O2 -0.999 -1.202 1.608  0.009
N1 -3.097 -1.848 2.289  0.003
C13 -2.681 -3.184 2.707  0.000
C14 -4.528 -1.566 2.331  0.000
H14 -2.648 0.003 1.482  0.001
H15 -1.619 -3.316 2.489  0.000
H16 -3.278 -3.934 2.173  0.000
H17 -2.865 -3.306 3.782  0.000
H18 -4.700 -0.569 1.913  0.000
H19 -4.896 -1.594 3.366  0.000
H20 -5.084 -2.311 1.743  0.000
H21 1.854 -4.935 -0.772  0.000
H22 4.420 -3.978 -0.598  0.000
C15 1.807 -4.158 -1.548  0.001
C16 4.072 -3.177 -1.267  0.000
N2 2.628 -3.011 -1.176  0.004
H23 0.771 -3.836 -1.688  0.000
C17 2.090 -1.945 -0.578  0.006
O3 0.869 -1.884 -0.267  0.008
H24 4.554 -2.235 -0.987  0.000
H25 2.786 -1.110 -0.377  0.000
H26 2.206 -4.578 -2.476  0.000
H27 4.355 -3.442 -2.293  0.000
C18 2.310 -0.955 2.967  -0.002
S1 1.705 0.417 1.966  -0.003
C19 0.828 1.351 3.230  0.000
O4 2.889 1.221 1.555  -0.003
H28 1.551 -1.273 3.685  0.000
H29 3.206 -0.586 3.480  0.000
H30 2.565 -1.795 2.316  0.000
H31 1.414 1.289 4.157  0.000
H32 0.753 2.376 2.856  0.000
H33 -0.168 0.907 3.336  0.000

## Properties
Energy above the lowest of the compared OMol25 structures with the same formula, charge and spin in kJ/mol: 0.00
Multiplicity: 4
<S²>: 3.791
HOMO energy (alpha / beta) in eV: -7.50 / -7.51
E in eV: -95712.70489
Max |F| in eV Å⁻¹: 2.49